A structure of composition C17H16CoF6N3O9S2, computed with wB97M-V/def2-TZVPD.

Computed properties:
- Total charge: -1
- HOMO-LUMO gap (spin up / spin down): 0.108 / 0.264 Eh
- HOMO energy (spin up / spin down): -1.50 / -5.27 eV
- LUMO level (spin up / spin down): 1.4 / 1.9 eV
- Multiplicity: 4

Last column: Mulliken charge in e.
Atoms and positions in Å:
Co: 0.00 0.00 0.00  0.041
O: 1.47 -0.88 0.51  -0.201
C: 2.56 -0.67 -0.37  -0.531
C: 2.17 0.38 -1.40  -0.079
C: 1.74 1.70 -0.76  -1.116
C: 0.40 2.17 -1.27  1.034
C: 0.31 3.26 -2.13  -0.731
C: -0.95 3.66 -2.58  -0.375
C: -2.07 2.97 -2.16  -1.074
C: -1.89 1.89 -1.31  -0.488
N: -0.69 1.48 -0.86  0.113
H: 1.54 -1.77 0.93  0.370
H: 2.80 -1.62 -0.87  0.166
H: 3.43 -0.35 0.21  0.580
H: 1.36 -0.03 -2.02  0.063
H: 3.02 0.55 -2.07  0.888
H: 2.51 2.46 -0.96  0.785
H: 1.68 1.63 0.33  -0.076
H: 1.20 3.80 -2.45  0.466
H: -1.04 4.51 -3.25  0.385
H: -3.06 3.25 -2.49  0.434
H: -2.74 1.31 -0.96  0.652
F: -3.62 2.65 1.52  -0.227
C: -2.80 1.88 2.28  0.765
F: -3.14 0.58 2.02  -0.202
F: -3.17 2.10 3.58  -0.254
S: -1.03 2.23 2.00  1.040
O: -0.67 1.49 0.79  -0.207
O: -0.94 3.69 1.87  -0.775
N: -0.44 1.68 3.37  -0.592
S: 0.40 0.35 3.13  0.881
O: 1.71 0.33 3.78  -0.734
O: 0.39 -0.18 1.76  -0.707
C: -0.64 -0.79 4.10  0.620
F: -0.67 -0.45 5.42  -0.226
F: -0.21 -2.09 4.06  -0.215
F: -1.94 -0.80 3.69  -0.213
O: -1.26 -2.68 -1.22  -0.802
C: -0.03 -2.42 -1.40  -0.086
O: 0.60 -1.40 -0.98  0.188
C: 0.77 -3.43 -2.20  0.807
C: 0.16 -4.59 -2.71  -0.853
C: 0.88 -5.53 -3.45  -0.424
C: 2.24 -5.32 -3.69  -0.569
C: 2.86 -4.17 -3.19  -0.809
C: 2.14 -3.23 -2.45  -0.395
N: 4.29 -3.96 -3.45  0.906
O: 4.83 -2.94 -3.00  -0.803
O: 4.89 -4.83 -4.11  -0.817
H: -0.91 -4.75 -2.52  0.412
H: 0.38 -6.41 -3.83  0.364
H: 2.79 -6.06 -4.27  0.418
H: 2.61 -2.33 -2.06  0.756
H: -0.26 -0.01 -1.57  0.445